Here is a molecular structure, C11H35As2F12N11O7Tl in a non-equilibrium geometry from the Open Molecules 2025 dataset. Energies are from wB97M-V/def2-TZVPD.

XYZ file:
```
79
Properties=species:S:1:pos:R:3
Tl 10.328 28.568 -13.266
As 4.066 24.166 -15.550
F 4.878 22.655 -15.251
F 2.601 23.195 -16.081
F 3.048 25.639 -15.740
F 5.495 25.046 -15.030
F 4.611 24.226 -17.247
F 3.546 24.078 -13.822
As 8.222 36.045 -12.273
F 9.349 36.600 -13.537
F 9.521 36.058 -11.000
F 7.015 35.641 -11.008
F 6.944 35.991 -13.532
F 8.658 34.302 -12.579
F 7.981 37.784 -12.038
C 14.148 27.233 -10.528
O 14.126 28.415 -11.218
C 14.821 29.479 -10.565
C 15.248 30.578 -11.508
N 14.065 31.304 -11.894
C 14.382 32.415 -12.884
C 14.646 31.812 -14.305
O 13.359 31.354 -14.816
C 13.279 31.265 -16.187
H 13.700 27.322 -9.538
H 15.122 26.755 -10.421
H 13.472 26.513 -10.989
H 15.770 29.214 -10.098
H 14.170 29.843 -9.770
H 15.729 30.182 -12.403
H 15.868 31.299 -10.976
H 13.808 31.843 -11.080
H 15.259 33.037 -12.701
H 13.553 33.118 -12.964
H 15.403 31.040 -14.437
H 14.985 32.704 -14.832
H 12.296 30.878 -16.454
H 14.065 30.596 -16.538
H 13.468 32.158 -16.783
C 5.355 31.200 -17.852
O 6.279 30.606 -17.390
N 4.200 30.691 -18.265
N 5.318 32.470 -18.072
H 3.866 29.874 -17.774
H 3.530 31.245 -18.778
H 5.943 33.063 -17.545
H 4.467 32.843 -18.468
C 11.198 21.288 -14.070
O 10.939 22.448 -13.710
N 10.379 20.503 -14.720
N 12.318 20.665 -13.836
H 9.454 20.908 -14.702
H 10.829 19.780 -15.263
H 12.372 19.720 -14.189
H 13.069 21.051 -13.282
C 7.224 24.593 -7.909
O 7.935 25.298 -8.601
N 7.753 23.768 -7.098
N 5.910 24.559 -7.819
H 8.757 23.666 -7.068
H 7.238 23.232 -6.413
H 5.513 23.925 -7.141
H 5.316 25.168 -8.365
C 9.590 30.954 -6.216
O 9.702 30.679 -7.417
N 10.369 31.724 -5.531
N 8.517 30.608 -5.501
H 11.290 31.986 -5.850
H 9.986 32.044 -4.652
H 8.328 31.046 -4.611
H 7.790 30.178 -6.054
C 3.562 29.989 -10.793
O 4.579 29.955 -11.471
N 3.410 30.816 -9.784
N 2.561 29.264 -11.053
H 4.131 31.518 -9.700
H 2.628 30.798 -9.146
H 1.717 29.524 -10.563
H 2.453 28.609 -11.814
```

Computed properties:
- ΔE to the lowest compared entry with this formula, charge and spin: 729.85 kJ/mol
- LUMO level: -10.67 eV
- Charge: +1
- F_max: 6.54 eV Å⁻¹
- Electronic energy: -7411.15093 a.u.